Computed, not measured: a molecular structure, C22H39F18MgN4O19S6, with ωB97M-V/def2-TZVPD.

Structure (XYZ):
```
109
Properties=species:S:1:pos:R:3:forces:R:3:lowdin_charge:R:1
Mg -0.814172 1.689980 0.782290 -0.655 -0.313 1.602 0.360
C -0.647302 5.522800 -0.596190 -2.126 -0.812 -0.318 -0.612
F -1.587722 5.176290 0.310480 1.100 -0.110 -0.016 0.110
F -1.335852 5.875560 -1.677430 0.658 -0.199 -0.284 0.144
F 0.005078 6.583630 -0.170230 0.670 -0.491 0.164 0.174
S 0.505778 3.982790 -0.982360 2.239 0.026 0.806 0.753
O 1.021918 4.248010 -2.318930 -1.281 -0.705 1.447 -0.281
O 1.503568 3.965840 0.078070 -1.348 0.233 -0.660 -0.303
N -0.393982 2.455160 -0.793360 3.092 5.164 -5.029 -0.322
S -0.941482 2.133970 -2.277830 -5.961 -1.280 -0.347 0.654
O -1.905482 1.045340 -2.009390 2.532 0.803 -0.606 -0.311
O -1.630052 3.251670 -2.915910 2.189 -0.697 0.243 -0.277
C 0.475708 1.448390 -3.374540 0.290 -0.557 -0.820 -0.588
F 0.955058 2.378460 -4.248510 -0.925 -1.486 0.937 0.118
F 1.445658 1.002630 -2.606460 0.381 0.651 0.318 0.136
F 0.043258 0.328470 -4.026220 -0.192 1.764 0.058 0.116
C -0.013552 -1.370250 3.740150 0.321 0.216 -0.343 -0.572
F 1.221278 -0.847460 3.628140 -0.969 -0.450 0.601 0.114
F 0.066168 -2.655150 4.133720 -0.234 1.590 -0.078 0.149
F -0.739282 -0.605930 4.609790 1.032 -1.264 -0.733 0.109
S -0.951712 -1.314070 2.059740 -4.861 -0.028 0.518 0.747
O -1.068132 -2.688150 1.577350 1.474 2.061 0.202 -0.266
O -2.270932 -0.776790 2.407430 2.344 0.179 -0.079 -0.307
N -0.178712 -0.069310 1.057740 0.070 -5.732 2.325 -0.289
S 0.993298 -0.972280 0.445580 5.834 2.757 -3.970 0.630
O 2.022908 -0.071530 -0.187000 -3.246 -1.180 1.057 -0.328
O 1.669578 -1.926530 1.272560 -1.323 -0.586 0.741 -0.259
C 0.321708 -1.930050 -1.053480 0.346 2.784 -0.532 -0.675
F 1.383938 -2.101160 -1.825410 0.377 0.951 -0.966 0.149
F -0.027272 -3.099130 -0.757570 -2.032 -2.737 0.900 0.206
F -0.672622 -1.205340 -1.685810 1.707 -1.383 0.947 0.099
C -3.635572 2.128530 4.055130 1.831 2.658 -2.649 -0.694
F -2.475342 2.300320 4.726640 -0.349 -0.720 0.175 0.117
F -3.964432 0.911650 3.913160 -0.105 -1.573 0.491 0.215
F -4.556682 2.858460 4.583830 -1.332 0.308 1.668 0.182
S -3.376542 3.143260 2.381670 -0.195 1.150 0.200 0.713
O -4.697242 3.728690 2.113950 2.077 -1.565 -0.145 -0.279
O -2.363442 4.127970 2.669770 0.082 -0.340 0.452 -0.314
N -2.663742 2.035130 1.245740 -6.024 1.564 2.243 -0.305
S -4.111572 1.324210 0.716740 1.650 -3.687 -3.443 0.666
O -3.682852 0.146160 -0.049790 -0.512 1.959 0.897 -0.308
O -5.195852 1.081390 1.622940 0.637 0.837 0.209 -0.262
C -4.750832 2.587210 -0.598460 -0.682 0.908 1.047 -0.636
F -4.172432 3.794330 -0.526750 0.547 -0.633 -0.261 0.118
F -4.645882 2.120160 -1.820180 0.062 -0.197 0.150 0.171
F -6.039652 2.805880 -0.294770 -0.004 -0.477 -0.386 0.120
C -6.408712 -7.194470 -5.641000 -0.483 -0.809 0.408 -0.112
O -7.035242 -7.568180 -4.393470 -0.106 2.313 -0.429 -0.177
C -7.197582 -6.327240 -3.649880 0.549 -2.372 2.398 -0.185
C -5.839762 -5.938190 -3.032580 -1.478 2.308 -0.663 -0.241
O -5.319362 -6.855880 -2.127550 1.525 -1.210 -0.792 -0.140
C -3.903422 -6.667040 -1.834930 -1.150 2.050 1.450 -0.102
C -3.649342 -5.220440 -1.089120 0.285 -1.086 -0.398 -0.148
O -3.681612 -4.037270 -1.900660 -0.397 -2.476 -0.815 -0.177
C -3.771782 -2.841060 -1.249870 0.202 2.398 1.452 -0.153
H -6.641392 -8.056050 -6.266800 0.457 0.313 -0.422 0.087
H -5.343922 -6.973010 -5.568390 0.259 -0.640 0.250 0.076
H -6.786062 -6.262000 -6.060760 -0.705 -0.070 -0.071 0.082
H -7.727372 -6.491380 -2.711540 -0.643 -1.080 -0.109 0.114
H -7.877022 -5.618820 -4.123800 0.919 0.490 -0.639 0.124
H -6.074052 -5.117630 -2.354430 0.092 1.076 -0.794 0.126
H -5.237772 -5.625970 -3.885940 0.982 -0.020 0.534 0.119
H -3.216602 -6.872880 -2.655910 -0.304 0.174 -0.306 0.114
H -3.801332 -7.424570 -1.057870 0.615 0.154 0.036 0.113
H -2.720972 -5.191040 -0.518710 0.623 -0.519 -0.342 0.112
H -4.354402 -5.271330 -0.259420 -0.863 0.677 -0.222 0.113
H -4.063262 -2.012190 -1.894940 -0.663 -0.481 -0.460 0.093
H -2.863052 -2.376810 -0.866760 0.908 -0.772 0.084 0.056
H -4.389762 -2.826590 -0.352100 -0.611 -0.328 -0.102 0.095
C 10.160008 -0.077150 -0.731110 -0.299 0.410 0.061 -0.133
O 9.226078 -0.682810 -1.551390 -1.248 0.216 -2.353 -0.188
C 8.729778 0.123450 -2.662020 -0.843 -0.276 0.445 -0.177
C 7.206078 0.139870 -2.582340 -0.620 1.567 1.063 -0.170
O 6.715928 0.844110 -1.377080 -0.571 -1.761 -0.638 -0.146
C 5.247968 0.808730 -1.306200 0.929 1.322 -0.126 -0.152
C 4.836628 1.637720 -0.066280 1.443 0.202 -0.287 -0.169
O 5.441188 1.113490 1.109980 0.167 2.769 -0.424 -0.152
C 4.807678 0.060830 1.638460 -1.623 -3.109 -0.064 -0.179
H 11.071248 0.123400 -1.294600 0.457 -0.073 0.295 0.082
H 10.270598 -0.791470 0.084740 0.517 0.337 0.115 0.093
H 9.744978 0.866900 -0.378070 0.212 0.170 0.409 0.089
H 8.941138 -0.346510 -3.622520 0.311 -0.469 0.035 0.113
H 9.128358 1.129470 -2.793020 0.346 0.124 0.895 0.121
H 6.931408 -0.902390 -2.744630 -0.680 -0.167 0.825 0.120
H 6.674118 0.742980 -3.318120 0.705 -0.246 -1.070 0.117
H 4.847408 -0.193600 -1.457800 0.130 -0.332 0.946 0.122
H 4.818108 1.316810 -2.169440 0.127 0.490 -0.363 0.112
H 3.791548 1.947330 -0.060340 -0.613 -1.254 0.474 0.106
H 5.238138 2.651080 -0.069630 0.782 -0.074 -0.827 0.126
H 4.841868 -0.031300 2.724020 0.328 0.360 0.067 0.092
H 5.203068 -0.850670 1.190210 0.403 -0.601 0.295 0.094
H 3.767868 -0.018440 1.321300 -0.223 0.326 0.281 0.045
C 2.193728 1.936850 2.722060 0.509 0.388 0.664 -0.033
C 0.794108 2.206920 3.264890 1.043 0.574 -0.814 -0.354
C 0.806018 3.129900 4.470400 2.089 0.114 1.093 -0.140
O 1.579908 4.372490 4.260250 -1.673 -1.317 -0.913 -0.167
C 1.906448 4.989560 5.454770 0.233 0.318 1.115 -0.146
N 0.000848 2.866770 2.180510 -0.095 -0.942 1.970 0.041
H 2.612248 2.936370 2.604220 0.481 -0.211 -0.381 0.093
H 2.305018 1.343320 1.814620 -0.737 0.394 -0.204 0.048
H 2.820188 1.381350 3.419960 -0.085 0.206 0.435 0.085
H 0.382358 1.262590 3.621000 -0.640 0.289 -0.346 0.110
H 1.360978 2.572910 5.225300 0.339 -0.161 0.296 0.121
H -0.155432 3.253900 4.968750 -0.379 0.677 -0.595 0.122
H 1.065098 5.335600 6.055160 -0.591 -0.221 -0.083 0.084
H 2.491968 5.899360 5.322370 0.200 -0.213 -0.618 0.089
H 2.474258 4.306910 6.086970 0.242 -0.102 0.184 0.085
H 0.353308 3.810090 2.102950 0.319 0.149 -0.409 0.096
H -0.853042 3.004110 2.702150 -0.593 0.675 -0.226 0.026
```
Positions in Å, forces in eV/Å.

net charge = -1
gap between HOMO and LUMO = 9.5 eV

=====

Computed, not measured: a molecular structure, C22H39N3O4PdS, with ωB97M-V/def2-TZVPD.

Structure (XYZ):
```
70
Properties=species:S:1:pos:R:3:forces:R:3:lowdin_charge:R:1
Pd 0.120826 0.049474 -0.781961 -0.459 -0.056 -0.514 0.618
C -2.797257 1.005248 2.988090 -0.174 -0.095 0.042 -0.062
N -2.780295 1.523349 1.631962 0.168 0.162 0.061 -0.125
C -3.602507 0.812389 0.663651 0.038 -0.033 0.080 -0.057
C -1.886584 2.522452 1.364204 -0.147 -0.330 -0.009 -0.425
O -1.145940 2.936219 2.243198 0.210 0.319 0.036 0.029
C -1.888351 3.172902 -0.017032 0.055 0.091 -0.191 -0.130
O -0.571096 3.232557 -0.526354 -0.035 0.023 0.453 -0.134
C -0.391861 2.869742 -1.876137 -0.020 -0.107 -0.215 -0.174
C -0.596896 1.378385 -2.159527 0.335 0.274 -0.140 -0.618
O -1.662748 0.876427 -1.596303 -0.192 -0.307 0.120 -0.236
N -0.401917 1.091024 -3.577876 0.113 0.038 0.005 -0.203
C -0.826752 -0.259654 -3.912995 -0.037 0.075 -0.029 -0.128
C 0.993249 1.269301 -3.978499 -0.113 -0.121 -0.054 -0.117
H -3.831982 0.785852 3.263352 -0.030 0.000 0.045 0.079
H -2.376341 1.733733 3.676394 -0.049 0.060 -0.093 0.078
H -2.222357 0.080148 3.076202 -0.020 -0.065 -0.127 0.070
H -4.617811 1.225391 0.608147 -0.005 0.046 0.064 0.079
H -3.668250 -0.229514 0.976695 0.051 -0.033 -0.002 0.082
H -3.133680 0.817984 -0.313958 0.018 0.012 -0.065 0.048
H -2.245070 4.205913 0.130682 -0.041 -0.066 0.081 0.127
H -2.549692 2.657168 -0.704124 -0.021 0.032 -0.022 0.097
H 0.624980 3.176285 -2.114020 -0.032 0.046 -0.010 0.094
H -1.092033 3.434793 -2.517645 0.008 0.016 -0.030 0.123
H -1.840131 -0.418786 -3.551212 0.006 -0.019 -0.008 0.069
H -0.172962 -1.019359 -3.459366 0.019 -0.008 0.002 0.072
H -0.806210 -0.363033 -5.002665 0.005 -0.060 0.017 0.067
H 1.659722 0.647912 -3.365418 0.047 0.055 0.097 0.049
H 1.285561 2.316382 -3.901823 0.065 -0.002 0.027 0.067
H 1.102274 0.970160 -5.025841 -0.043 0.051 -0.006 0.070
C 0.607491 -0.611722 2.443688 0.149 -0.174 0.091 -0.246
S -0.098393 -1.425491 1.012258 0.314 -0.040 0.238 0.719
C 1.044811 -2.814918 0.959515 -0.149 -0.004 -0.003 -0.229
O -1.405707 -2.002426 1.460451 -0.175 -0.011 0.052 -0.560
H 0.507701 -1.272422 3.308115 -0.068 -0.032 -0.022 0.059
H 0.081350 0.330418 2.596444 -0.010 -0.097 0.008 0.032
H 1.659155 -0.410782 2.222267 -0.068 -0.005 0.009 0.038
H 2.080091 -2.480387 0.971347 0.028 0.102 -0.055 0.044
H 0.853215 -3.342480 0.026624 -0.002 0.011 0.041 0.040
H 0.803562 -3.440507 1.821204 0.015 0.002 0.000 0.050
C 2.816970 -3.486967 -2.153554 0.021 -0.038 -0.062 -0.103
C 4.029004 -2.553094 -2.033215 -0.012 -0.022 -0.066 -0.401
C 4.101574 -1.644445 -3.264691 -0.032 0.011 -0.003 -0.096
C 4.060238 -1.760880 -0.742983 0.024 0.027 0.077 -0.202
C 4.917468 -2.152477 0.258898 -0.034 -0.033 -0.033 -0.141
C 5.057951 -1.445374 1.464830 0.057 -0.015 0.054 -0.195
C 4.417633 -0.200561 1.522566 -0.068 0.118 -0.059 -0.145
C 3.539390 0.260382 0.559362 0.093 0.054 0.000 -0.187
C 3.164572 1.744543 0.600060 0.065 -0.217 -0.098 -0.382
C 1.877303 2.078795 1.350406 -0.030 0.103 0.117 -0.106
C 3.165237 2.374702 -0.793547 0.040 0.104 -0.035 -0.090
C 3.088659 -0.659510 -0.518531 -0.097 -0.065 -0.015 -0.415
N 2.003466 -0.619764 -1.221776 0.115 0.194 0.206 -0.081
H 2.848821 -4.047132 -3.098290 0.007 -0.003 0.010 0.055
H 1.907820 -2.885630 -2.120781 -0.003 0.006 0.018 0.046
H 2.805006 -4.209264 -1.332111 -0.020 0.018 0.020 0.062
H 4.929067 -3.185687 -2.028988 0.004 0.008 -0.014 0.108
H 3.229988 -0.986237 -3.262051 0.051 -0.022 0.005 0.040
H 4.104970 -2.229970 -4.192578 0.010 -0.014 0.015 0.056
H 5.004708 -1.029402 -3.236813 0.003 0.008 0.000 0.068
H 5.525084 -3.044458 0.092662 0.009 0.001 0.004 0.082
H 5.751674 -1.764265 2.234523 -0.001 0.003 -0.002 0.042
H 4.662165 0.477927 2.343420 0.014 -0.014 0.004 0.088
H 3.989350 2.227520 1.143630 -0.048 0.021 0.057 0.111
H 1.040150 1.476550 0.995072 0.053 0.157 -0.147 0.017
H 1.585156 3.124890 1.225246 0.046 0.003 -0.001 0.069
H 1.990223 1.888647 2.422585 0.032 -0.004 -0.009 0.072
H 2.432562 1.894864 -1.440311 -0.047 -0.090 0.027 0.031
H 4.149788 2.269310 -1.259437 -0.005 -0.038 -0.012 0.072
H 2.928489 3.443191 -0.719084 -0.001 -0.013 -0.028 0.066
```
Positions in Å, forces in eV/Å.

net charge = -2
gap between HOMO and LUMO = 4.1 eV

=====

- Which of these has the lowest net charge?
  C22H39N3O4PdS

=====

- The highest net charge belongs to which entry?
  C22H39F18MgN4O19S6

=====

- What is the net charge in the second record?
  -2

=====

- Among the records above, which one has the highest net charge?
  C22H39F18MgN4O19S6